Computed, not measured: a 6-piece molecular cluster, C32H34BF5N5O3 overall in a non-equilibrium geometry, with wB97M-V/def2-TZVPD.

```
80
C32H34BF5N5O3 wB97M-V/def2-TZVPD
N 1.93 -5.50 2.72
B 1.46 -5.28 1.33
O 1.20 -6.42 0.49
N 1.21 -3.92 0.76
C -0.16 -3.63 0.52
N -0.55 -3.21 -0.77
N -1.09 -3.74 1.43
C -2.52 -3.47 1.17
O -3.10 -3.18 2.46
N -4.40 -3.73 2.49
O -5.09 -3.24 1.69
H 2.94 -5.50 2.81
H 1.50 -4.81 3.33
H 0.24 -6.52 0.54
H 1.69 -3.18 1.26
H 0.12 -2.55 -1.18
H -0.75 -3.99 -1.39
H -0.87 -4.02 2.39
H -2.95 -4.44 0.81
H -2.69 -2.64 0.46
F 0.76 -0.78 -1.66
C 0.86 -0.24 -2.91
C 1.49 0.98 -3.07
C 1.59 1.52 -4.35
C 1.05 0.84 -5.44
C 0.42 -0.38 -5.26
C 0.32 -0.93 -3.98
H 1.89 1.49 -2.21
H 2.08 2.47 -4.49
H 1.13 1.27 -6.43
H 0.00 -0.91 -6.10
H -0.16 -1.89 -3.82
F 3.20 3.55 -3.18
C 4.19 4.30 -3.73
C 5.47 3.80 -3.77
C 6.48 4.56 -4.35
C 6.19 5.82 -4.86
C 4.89 6.31 -4.82
C 3.88 5.54 -4.25
H 5.68 2.82 -3.36
H 7.49 4.18 -4.39
H 6.98 6.41 -5.31
H 4.67 7.29 -5.22
H 2.86 5.91 -4.21
F 1.55 -0.48 5.36
C 1.66 0.07 4.13
C 2.29 1.29 3.98
C 2.39 1.84 2.71
C 1.86 1.18 1.61
C 1.22 -0.04 1.78
C 1.13 -0.61 3.05
H 2.69 1.79 4.85
H 2.89 2.80 2.58
H 1.94 1.62 0.63
H 0.81 -0.56 0.93
H 0.64 -1.57 3.20
F -4.10 -1.27 9.26
C -3.84 -1.30 7.95
C -2.76 -0.61 7.45
C -2.49 -0.64 6.09
C -3.32 -1.37 5.24
C -4.42 -2.06 5.75
C -4.68 -2.03 7.11
H -2.13 -0.04 8.13
H -1.64 -0.11 5.69
H -3.12 -1.39 4.17
H -5.07 -2.61 5.09
H -5.52 -2.57 7.53
F -3.11 2.56 -5.71
C -3.20 2.43 -4.38
C -4.12 3.20 -3.69
C -4.22 3.07 -2.31
C -3.39 2.18 -1.64
C -2.47 1.41 -2.34
C -2.38 1.54 -3.72
H -4.75 3.90 -4.23
H -4.94 3.67 -1.76
H -3.47 2.08 -0.56
H -1.82 0.72 -1.82
H -1.67 0.94 -4.29
```

Its largest force on an atom is 2.40 eV Å⁻¹. The frontier orbital gap is 6.6 eV. Its spin multiplicity is 1. As for the LUMO energy: -4.38 eV. The HOMO energy comes out at -0.4046 Eh. Its net charge is +1.

=====

Computed, not measured: C32H34BrKN9O3S2Se as an isolated structure, with wB97M-V/def2-TZVPD.

```
83
C32H34BrKN9O3S2Se wB97M-V/def2-TZVPD
K 0.13 1.75 1.51
N -2.22 4.35 2.91
C -2.48 3.14 3.49
N -1.62 2.19 3.75
C -2.25 1.08 4.26
C -3.59 1.18 4.42
S -4.12 2.73 3.91
C -1.48 -0.17 4.39
C -1.66 -1.13 5.32
S -0.65 -2.48 4.96
C -0.06 -1.64 3.56
N -0.56 -0.46 3.40
N 0.91 -2.17 2.75
H -1.21 4.49 2.88
H -2.51 4.28 1.90
H -4.27 0.40 4.72
H -2.30 -1.10 6.19
H 1.00 -3.18 2.81
H 0.85 -1.87 1.74
O 2.72 -0.02 3.28
C 3.64 0.35 2.38
C 4.14 -0.49 1.38
C 5.07 0.03 0.50
N 5.54 1.28 0.55
C 5.06 2.03 1.51
Br 5.69 3.83 1.57
C 4.12 1.65 2.46
H 2.30 -0.88 3.04
H 3.76 -1.50 1.27
H 5.45 -0.59 -0.31
H 3.76 2.33 3.21
C -5.07 -1.35 -0.79
C -4.10 -2.28 0.02
N -2.95 -1.54 0.51
C -3.40 -0.46 1.40
C -4.38 0.47 0.69
N -4.47 0.01 -0.74
C -3.13 -0.01 -1.42
C -2.22 -0.96 -0.61
H -6.06 -1.30 -0.34
H -5.15 -1.65 -1.83
H -3.74 -3.09 -0.62
H -4.63 -2.72 0.86
H -2.54 0.13 1.69
H -3.84 -0.90 2.30
H -3.99 1.51 0.65
H -5.40 0.44 1.08
H -5.05 0.69 -1.24
H -2.76 1.03 -1.37
H -3.30 -0.33 -2.45
H -1.39 -0.37 -0.23
H -1.82 -1.76 -1.23
O 0.28 -3.64 -0.64
C 0.82 -2.57 -0.88
N 1.30 -2.22 -2.14
C 1.67 -0.82 -2.16
C 1.50 -0.48 -0.65
O 1.77 0.62 -0.19
N 1.04 -1.55 0.02
C 3.14 -0.59 -2.53
C 4.01 -1.66 -2.71
C 5.35 -1.42 -3.00
C 5.83 -0.12 -3.09
C 4.96 0.94 -2.90
C 3.62 0.71 -2.62
C 0.75 -0.01 -3.07
C 0.76 -0.30 -4.43
C -0.08 0.37 -5.31
C -0.93 1.36 -4.83
C -0.93 1.67 -3.48
C -0.10 0.99 -2.60
H 0.84 -2.63 -2.94
H 3.64 -2.67 -2.62
H 6.02 -2.26 -3.14
H 6.88 0.06 -3.30
H 5.33 1.96 -2.94
H 2.94 1.54 -2.46
H 1.45 -1.05 -4.81
H -0.06 0.13 -6.36
H -1.58 1.90 -5.51
H -1.57 2.45 -3.06
H -0.13 1.28 -1.56
Se -2.27 3.04 -0.12
```

Its largest force on an atom is 0.14 eV Å⁻¹. The frontier orbital gap is 4.7 eV. Its spin multiplicity is 1. As for the LUMO energy: 1.93 eV. The HOMO energy comes out at -0.1011 Eh. The calculation puts the energy above the lowest of the compared OMol25 structures with the same formula, charge and spin at 0.0 kcal per mole. Its net charge is -1.

=====

Computed, not measured: a 8-piece molecular cluster, C32H34Cl4N6 overall in a non-equilibrium geometry, with wB97M-V/def2-TZVPD.

```
76
C32H34Cl4N6 wB97M-V/def2-TZVPD
C -27.67 19.65 -10.53
C -27.43 18.64 -9.55
C -26.24 17.95 -9.52
N -25.22 18.19 -10.45
C -25.48 19.11 -11.47
C -26.69 19.88 -11.44
H -28.57 20.25 -10.49
H -28.13 18.40 -8.76
H -26.09 17.16 -8.79
H -24.86 19.21 -12.34
H -26.84 20.65 -12.18
C -27.47 12.65 -15.64
C -27.60 11.29 -15.40
C -28.74 10.80 -14.74
N -29.66 11.65 -14.27
C -29.52 13.01 -14.44
C -28.43 13.49 -15.11
H -26.60 12.98 -16.19
H -26.88 10.58 -15.79
H -28.95 9.75 -14.62
H -30.29 13.68 -14.10
H -28.36 14.55 -15.34
C -31.71 15.77 -11.70
C -30.57 15.42 -10.97
C -30.30 16.14 -9.80
N -31.13 17.08 -9.26
C -32.31 17.32 -9.91
C -32.54 16.79 -11.20
H -31.99 15.30 -12.63
H -29.86 14.70 -11.36
H -29.37 16.01 -9.26
H -32.97 18.07 -9.49
H -33.48 16.96 -11.71
C -26.15 12.51 -11.94
C -26.55 13.85 -11.80
C -25.92 14.67 -10.87
N -25.01 14.21 -10.00
C -24.63 12.92 -10.08
C -25.16 12.05 -11.04
H -26.65 11.81 -12.60
H -27.34 14.22 -12.43
H -26.34 15.67 -10.83
H -23.80 12.71 -9.41
H -24.85 11.01 -11.11
C -21.30 11.29 -11.26
C -20.11 11.45 -10.56
C -19.56 10.38 -9.81
N -20.23 9.20 -9.71
C -21.45 9.02 -10.27
C -22.00 10.06 -11.09
H -21.67 12.09 -11.89
H -19.55 12.36 -10.66
H -18.57 10.32 -9.38
H -21.90 8.05 -10.13
H -22.91 9.87 -11.65
C -23.17 10.77 -16.57
C -23.40 11.95 -15.86
C -24.05 11.96 -14.65
N -24.44 10.74 -14.07
C -24.12 9.59 -14.70
C -23.56 9.55 -15.98
H -22.67 10.80 -17.53
H -23.06 12.90 -16.26
H -24.20 12.88 -14.12
H -24.33 8.62 -14.26
H -23.40 8.64 -16.55
Cl -22.63 7.83 -7.37
C -24.09 8.87 -7.36
Cl -24.67 8.91 -9.05
H -24.80 8.47 -6.64
H -23.79 9.87 -7.06
Cl -29.29 11.89 -10.38
C -28.69 10.24 -10.03
Cl -28.39 9.89 -8.32
H -29.46 9.53 -10.35
H -27.76 10.12 -10.58
```

Its largest force on an atom is 3.94 eV Å⁻¹. The frontier orbital gap is 9.6 eV. Its spin multiplicity is 1. As for the LUMO energy: 0.36 eV. The HOMO energy comes out at -0.3399 Eh. As for the SMILES: c1ccncc1.c1ccncc1.c1ccncc1.c1ccncc1.c1ccncc1.c1ccncc1.ClCCl.ClCCl. The calculation puts the energy above the lowest of the compared OMol25 structures with the same formula, charge and spin at 26.7 kcal per mole.